[1]
# H18O9

A 9-piece molecular cluster, H18O9 overall in a non-equilibrium geometry (ωB97M-V with the def2-TZVPD basis set, OMol25).

XYZ file:
```
27
Properties=species:S:1:pos:R:3
O 3.983 -0.558 -0.180
H 3.273 -0.063 0.197
H 4.644 0.148 -0.261
O -1.829 -2.421 -1.945
H -2.706 -2.141 -2.062
H -1.558 -2.119 -1.110
O -3.347 -1.605 0.458
H -3.851 -2.169 -0.178
H -3.295 -2.155 1.233
O 2.101 0.151 1.829
H 2.388 1.009 1.533
H 2.849 -0.262 2.286
O -0.708 -2.399 0.674
H -1.077 -3.254 0.884
H 0.253 -2.438 0.621
O -0.665 3.596 0.084
H -0.642 4.241 -0.598
H -0.093 2.864 -0.154
O -1.871 1.018 -1.496
H -1.507 0.900 -0.644
H -1.171 1.514 -1.959
O 1.697 1.807 -0.633
H 2.287 2.135 0.096
H 1.879 2.392 -1.384
O -0.497 0.270 0.879
H 0.427 0.113 1.032
H -0.960 -0.574 0.793
```

HOMO energy in eV: -10.015
Frontier orbital gap in eV: 9.67
SMILES: O.O.O.O.O.O.O.O.O
LUMO level in eV: -0.35

---

[2]
# C25H49NO2PtSSi2

C25H49NO2PtSSi2 as an isolated structure in a non-equilibrium geometry (ωB97M-V with the def2-TZVPD basis set, OMol25).

XYZ file:
```
81
Properties=species:S:1:pos:R:3
O -0.491 -1.270 -3.415
O 0.846 0.965 -5.189
C 0.269 -2.511 -3.882
C -0.492 -3.753 -3.512
H 1.238 -2.456 -3.384
H 0.417 -2.340 -4.947
H -0.646 -3.845 -2.436
H 0.121 -4.602 -3.810
H -1.455 -3.813 -4.028
C -1.736 -0.806 -4.147
C -1.592 -1.080 -5.611
H -1.771 0.260 -3.912
H -2.571 -1.352 -3.697
H -0.760 -0.504 -6.020
H -2.497 -0.762 -6.135
H -1.465 -2.143 -5.831
C 0.396 2.320 -5.031
C 2.149 0.743 -5.740
C -0.711 2.628 -6.016
H 1.240 3.022 -5.146
H 0.023 2.374 -3.995
H -0.338 2.600 -7.046
H -1.086 3.637 -5.834
H -1.541 1.921 -5.911
C 2.137 0.801 -7.254
H 2.427 -0.258 -5.382
H 2.857 1.478 -5.322
H 1.346 0.165 -7.670
H 3.099 0.456 -7.638
H 1.994 1.830 -7.603
H -0.400 -1.119 -2.388
Pt 0.057 -0.200 -0.162
C 1.291 -0.104 -1.782
Si 3.014 0.465 -1.200
H 1.465 -1.083 -2.244
H 0.865 0.621 -2.491
C 4.201 -0.644 -2.164
C 3.429 0.290 0.621
C 3.286 2.262 -1.674
C -1.765 -1.168 -0.490
Si -3.249 0.016 -0.576
H -1.878 -1.785 0.420
H -1.745 -1.878 -1.330
C -4.518 -0.745 -1.749
C -2.788 1.731 -1.175
C -4.025 0.120 1.133
H 2.702 2.529 -2.563
H 4.341 2.472 -1.889
H 2.986 2.926 -0.854
H 3.973 -1.700 -1.972
H 5.245 -0.475 -1.872
H 4.129 -0.472 -3.246
H 2.960 -0.600 1.054
H 3.088 1.167 1.183
H 4.514 0.203 0.764
H -3.295 1.945 -2.129
H -1.702 1.843 -1.319
H -3.122 2.476 -0.436
H -4.934 0.738 1.094
H -3.345 0.553 1.880
H -4.310 -0.889 1.468
H -5.511 -0.331 -1.523
H -4.557 -1.835 -1.607
H -4.293 -0.536 -2.804
S 0.821 -2.673 3.541
C 1.628 -3.479 2.248
C 1.483 -2.819 1.015
C 0.731 -1.622 1.173
C 0.326 -1.374 2.464
C -0.385 -0.172 2.764
C -0.914 0.230 4.003
C -1.520 1.474 4.102
C -1.568 2.320 2.991
C -1.016 1.896 1.780
N -0.508 0.649 1.682
H 2.159 -4.406 2.437
H 1.882 -3.127 0.059
H -0.826 -0.467 4.826
H -1.952 1.791 5.048
H -2.025 3.305 3.034
H -0.976 2.520 0.885
```

HOMO energy (alpha / beta) in eV: -4.921 / -7.010
Multiplicity: 3
Frontier orbital gap (alpha / beta) in eV: 5.21 / 7.29
Expectation value of S²: 2.01
LUMO level (alpha / beta) in eV: 0.29 / 0.28

---

[3]
# C26H19F3N2O3PPt

C26H19F3N2O3PPt as an isolated structure (ωB97M-V with the def2-TZVPD basis set, OMol25).

XYZ file:
```
55
Properties=species:S:1:pos:R:3
Pt 0.396 0.426 0.010
O 0.348 1.103 2.749
C 0.067 0.229 1.950
C -0.657 -1.003 2.514
C -0.642 -1.144 3.899
C -1.262 -2.213 4.519
C -1.918 -3.158 3.743
C -1.950 -3.023 2.365
C -1.321 -1.952 1.723
P -1.327 -1.797 -0.116
C -2.750 -0.665 -0.390
C -3.020 -0.311 -1.713
C -4.078 0.527 -2.024
C -4.875 1.047 -1.011
C -4.603 0.718 0.308
C -3.549 -0.135 0.616
C -2.215 -3.388 -0.529
C -3.592 -3.569 -0.650
C -4.123 -4.806 -0.991
C -3.284 -5.890 -1.212
C -1.910 -5.726 -1.100
C -1.385 -4.484 -0.774
H -0.125 -0.383 4.469
H -1.235 -2.312 5.598
H -2.410 -4.003 4.209
H -2.472 -3.767 1.780
H -2.386 -0.697 -2.504
H -4.271 0.792 -3.057
H -5.691 1.717 -1.251
H -5.210 1.128 1.106
H -3.346 -0.380 1.651
H -4.261 -2.735 -0.470
H -5.196 -4.924 -1.080
H -3.698 -6.855 -1.476
H -1.245 -6.563 -1.277
H -0.310 -4.349 -0.707
O 0.616 0.965 -2.068
N -0.192 1.858 -2.468
N -1.002 2.305 -1.592
O -1.032 1.930 -0.326
C -1.938 3.310 -1.986
C -2.136 3.614 -3.327
C -3.064 4.584 -3.664
C -3.790 5.242 -2.679
C -3.581 4.922 -1.346
C -2.655 3.952 -0.990
H -1.572 3.091 -4.085
H -3.225 4.823 -4.708
H -4.517 5.997 -2.951
H -4.144 5.425 -0.571
H -2.484 3.672 0.038
F 2.062 -1.642 -0.976
C 1.908 -0.881 0.158
F 3.131 -0.274 0.313
F 1.870 -1.809 1.171
```

HOMO energy in eV: -3.995
Frontier orbital gap in eV: 6.68
LUMO level in eV: 2.69
Net charge: -1

---

[4]
# C19H20N4O3S

A single C19H20N4O3S molecule (ωB97M-V with the def2-TZVPD basis set, OMol25).

XYZ file:
```
47
Properties=species:S:1:pos:R:3
C 2.568 -2.795 -1.685
H 2.533 -3.440 -0.810
C 1.510 -1.706 -1.583
H 0.519 -2.160 -1.526
H 1.543 -1.072 -2.472
C 1.729 -0.836 -0.339
C 0.675 0.215 -0.251
N -0.493 -0.122 0.281
C -1.439 0.809 0.361
C -1.224 2.097 -0.155
C 0.037 2.344 -0.704
N 0.982 1.406 -0.745
N 0.315 3.577 -1.207
C -0.609 4.611 -1.187
O -0.350 5.703 -1.636
N -1.845 4.336 -0.632
C -2.240 3.119 -0.098
O -3.348 2.935 0.371
C -2.793 5.437 -0.620
H -2.380 6.273 -0.056
H -2.989 5.767 -1.639
H -3.706 5.076 -0.153
C 1.627 3.824 -1.770
H 2.389 3.645 -1.012
H 1.799 3.147 -2.606
H 1.658 4.858 -2.104
S -2.928 0.438 1.133
C -2.520 -1.284 1.593
C -1.113 -1.383 2.157
O -0.719 -0.591 2.986
C -0.333 -2.608 1.822
C -0.573 -3.428 0.723
C 0.204 -4.552 0.508
C 1.228 -4.876 1.384
C 1.480 -4.064 2.478
C 0.707 -2.939 2.692
H 0.891 -2.293 3.537
H 2.280 -4.308 3.162
H 1.829 -5.757 1.211
H 0.013 -5.179 -0.351
H -1.348 -3.191 0.011
H -3.229 -1.545 2.380
H -2.688 -1.917 0.728
H 1.688 -1.463 0.551
H 2.701 -0.346 -0.404
H 3.561 -2.357 -1.751
H 2.401 -3.404 -2.571
```

HOMO energy in eV: -9.025
Frontier orbital gap in eV: 9.21
SMILES: CCCc1nc(SCC(=O)c2ccccc2)c2c(=O)n(C)c(=O)n(C)c2n1
LUMO level in eV: 0.18